No. 1
Entry from OMol25: a 4-piece molecular cluster, C3H13NO3 overall at a distorted geometry (ωB97M-V/def2-TZVPD).

```
20
C3H13NO3 (ωB97M-V/def2-TZVPD)
C -0.704 0.590 -1.963
C -1.075 -0.350 -1.032
N -0.682 -0.507 0.258
C -1.641 -1.030 1.190
H 0.314 0.726 -2.316
H -1.506 0.701 -2.685
H -1.735 -1.127 -1.406
H -0.366 0.380 0.628
H -2.452 -0.359 1.472
H -2.082 -1.964 0.834
H -1.225 -1.267 2.159
H 2.138 -1.770 -0.785
H 0.800 -1.576 -1.629
O 1.744 -1.759 -1.657
H 0.993 0.459 3.414
H 0.397 1.602 2.602
O 0.212 0.700 2.898
H 0.660 1.608 -0.492
H 2.205 1.635 -0.319
O 1.407 2.158 -0.194
```

The energy relative to the best compared isomer or geometry (same formula, charge and spin) comes out at 2.416 eV. The LUMO energy comes out at 0.54 eV. Its total charge is 0. The maximum force comes out at 0.0345 Eh/bohr. The SMILES is C=CNC.O.O.O. The HOMO energy comes out at -8.1 eV.

***

No. 2
Entry from OMol25: C3NaO6Tl as an isolated structure at a distorted geometry (ωB97M-V/def2-TZVPD).

```
11
C3NaO6Tl (ωB97M-V/def2-TZVPD)
O 0.158 0.155 -1.681
C -0.029 -0.019 -0.455
O -0.655 1.141 0.109
C 0.091 2.043 0.899
O 0.953 1.568 1.657
O -0.108 3.229 0.588
Na -0.958 2.179 -1.950
C -0.323 -2.048 0.241
O 0.802 -2.631 0.124
O -0.789 -1.980 1.421
Tl 1.512 -1.284 2.048
```

The LUMO energy (alpha / beta) comes out at 1.50 / 1.40 eV. Its total charge is -1. As for the spin multiplicity: 2. The maximum force comes out at 0.0544 Eh/bohr. The expectation value of S² is 0.770. The HOMO energy (alpha / beta) comes out at -2.3 / -3.9 eV.

***

No. 3
Entry from OMol25: a 6-piece molecular cluster, C24H60F6N5O14PS6 overall at a distorted geometry (ωB97M-V/def2-TZVPD).

```
116
C24H60F6N5O14PS6 (ωB97M-V/def2-TZVPD)
C 7.780 2.450 2.776
C 6.338 2.622 2.294
C 5.656 3.821 3.027
O 5.797 3.668 4.452
C 5.080 4.718 5.093
N 6.245 2.723 0.768
H 6.570 1.905 0.273
H 5.268 2.886 0.571
H 6.811 3.383 0.255
H 8.401 1.805 2.154
H 7.767 2.078 3.801
H 8.322 3.388 2.895
H 5.731 1.769 2.597
H 4.633 3.934 2.669
H 6.197 4.671 2.611
H 3.997 4.695 4.975
H 5.409 5.723 4.830
H 5.315 4.619 6.153
C 2.348 -0.332 -5.845
C 2.788 0.938 -6.642
C 1.616 1.728 -7.407
O 2.020 2.965 -8.125
C 0.961 3.677 -8.754
N 3.553 1.768 -5.559
H 2.962 1.927 -4.756
H 4.367 1.222 -5.315
H 3.852 2.680 -5.875
H 2.110 -1.260 -6.365
H 1.562 -0.146 -5.113
H 3.118 -0.636 -5.136
H 3.465 0.619 -7.435
H 0.946 1.904 -6.565
H 1.137 1.136 -8.187
H 0.336 3.116 -9.449
H 1.394 4.600 -9.140
H 0.336 3.960 -7.907
C -6.686 -2.673 -2.304
C -5.282 -2.931 -1.633
C -5.226 -2.694 -0.160
C -6.059 -3.718 0.678
P -5.792 -3.635 2.507
C -4.197 -4.345 3.030
C -2.821 -3.543 2.587
C -1.736 -3.641 3.629
C -1.863 -2.810 4.898
C -7.048 -4.440 3.501
C -8.526 -4.112 3.192
C -9.492 -4.499 4.273
C -10.921 -3.895 4.175
C -5.908 -1.898 2.802
C -5.636 -1.502 4.253
C -5.677 0.045 4.559
C -4.330 0.725 4.162
H -7.026 -1.649 -2.147
H -7.445 -3.273 -1.803
H -6.714 -2.829 -3.383
H -4.501 -2.259 -1.989
H -4.872 -3.927 -1.803
H -5.630 -1.686 -0.070
H -4.174 -2.608 0.113
H -5.864 -4.771 0.479
H -7.128 -3.578 0.522
H -4.269 -5.369 2.664
H -4.052 -4.350 4.110
H -3.066 -2.484 2.506
H -2.515 -3.838 1.584
H -0.796 -3.401 3.132
H -1.520 -4.684 3.861
H -2.646 -3.149 5.575
H -1.961 -1.742 4.704
H -0.949 -3.036 5.448
H -6.815 -4.336 4.560
H -6.828 -5.486 3.287
H -8.802 -4.542 2.229
H -8.701 -3.046 3.050
H -9.049 -4.027 5.150
H -9.513 -5.573 4.458
H -11.513 -4.282 3.346
H -10.835 -2.826 3.978
H -11.441 -3.997 5.127
H -6.865 -1.488 2.479
H -5.143 -1.406 2.202
H -4.690 -1.856 4.662
H -6.390 -1.967 4.888
H -5.898 0.254 5.606
H -6.528 0.537 4.089
H -3.457 0.314 4.670
H -4.547 1.779 4.333
H -4.124 0.739 3.092
N 8.145 5.604 -2.903
S 7.269 6.647 -3.413
O 6.273 6.273 -4.395
O 7.887 7.963 -3.599
F 6.377 6.852 -2.102
S 9.175 5.442 -4.178
O 10.412 6.174 -4.027
O 8.601 5.284 -5.562
F 9.624 3.887 -3.808
N 1.601 2.552 -0.983
S 0.777 1.500 0.025
O -0.638 1.237 -0.102
O 1.536 1.343 1.242
F 1.186 0.094 -0.636
S 0.747 3.747 -0.615
O 0.700 4.219 0.754
O -0.450 3.746 -1.429
F 1.614 4.899 -1.357
N 7.468 -1.210 -3.445
S 7.775 -2.469 -2.248
O 8.809 -2.075 -1.214
O 7.610 -3.899 -2.595
F 6.425 -2.247 -1.415
S 8.380 -1.776 -4.499
O 7.628 -2.632 -5.440
O 9.779 -2.054 -4.201
F 8.565 -0.413 -5.327
```

The LUMO energy comes out at -1.06 eV. Its total charge is 0. The maximum force comes out at 0.1995 Eh/bohr. The HOMO energy comes out at -8.2 eV.

***

No. 4
Entry from OMol25: C4H4S as an isolated structure at a distorted geometry (ωB97M-V/def2-TZVPD).

```
9
C4H4S (ωB97M-V/def2-TZVPD)
C -0.015 -1.196 0.131
C 0.992 -0.304 -0.082
C -1.033 -0.050 0.120
C 0.160 0.914 0.021
S -2.701 0.174 -0.042
H -0.031 -2.199 0.014
H 2.002 -0.283 -0.369
H 0.499 1.409 0.998
H 0.126 1.534 -0.792
```

The energy relative to the best compared isomer or geometry (same formula, charge and spin) comes out at 2.474 eV. The LUMO energy (alpha / beta) comes out at -0.51 / -0.51 eV. Its total charge is 0. The maximum force comes out at 0.0882 Eh/bohr. The HOMO energy (alpha / beta) comes out at -8.6 / -8.6 eV.

***

No. 5
Entry from OMol25: a 5-piece molecular cluster, C12H22FNO9 overall at a distorted geometry (ωB97M-V/def2-TZVPD).

```
45
C12H22FNO9 (ωB97M-V/def2-TZVPD)
N 0.555 -0.521 -4.225
H 1.379 -0.007 -4.024
H 0.420 -0.592 -5.248
H -0.167 -0.031 -3.713
H 0.464 -1.350 -3.775
F 0.218 -0.522 -1.198
C 5.345 -1.871 0.174
C 4.181 -0.948 0.353
C 2.884 -1.454 0.930
O 2.601 -0.636 2.046
C 3.542 0.267 2.173
O 3.573 1.110 3.026
O 4.487 0.126 1.196
H 6.349 -1.406 -0.199
H 4.812 -2.827 -0.466
H 5.301 -2.574 1.177
H 3.715 -0.796 -0.636
H 3.015 -2.463 1.429
H 2.073 -1.515 0.190
C -1.271 0.777 1.511
C -0.078 0.839 2.393
C 0.340 2.166 2.949
O 0.934 1.754 4.179
C 0.414 0.630 4.566
O 0.552 0.197 5.623
O -0.350 0.123 3.533
H -1.287 -0.280 1.182
H -1.025 1.233 0.645
H -2.240 1.227 1.901
H 0.790 0.551 1.822
H -0.483 2.704 3.149
H 0.887 2.750 2.393
C -4.100 -0.289 -3.618
C -4.171 -0.248 -2.060
C -2.940 0.272 -1.245
O -3.592 1.341 -0.445
C -4.958 1.421 -0.670
O -5.656 2.261 -0.169
O -5.294 0.511 -1.547
H -3.800 0.601 -3.725
H -5.039 -0.748 -3.989
H -3.304 -0.885 -3.985
H -4.230 -1.276 -1.499
H -2.390 0.805 -1.739
H -2.456 -0.429 -0.365
```

The energy relative to the best compared isomer or geometry (same formula, charge and spin) comes out at 2.030 eV. The LUMO energy comes out at -1.53 eV. Its total charge is 0. The maximum force comes out at 0.2215 Eh/bohr. The HOMO energy comes out at -9.5 eV.

***

No. 6
Entry from OMol25: a 2-piece molecular cluster, C5H13N2 overall at a distorted geometry (ωB97M-V/def2-TZVPD).

```
20
C5H13N2 (ωB97M-V/def2-TZVPD)
C 1.586 1.359 0.917
C 1.497 1.002 -0.540
C 2.294 1.486 -1.557
N 0.670 -0.216 -0.843
H 2.412 2.047 1.141
H 0.676 1.804 1.341
H 1.710 0.443 1.507
H 2.083 1.213 -2.595
H 3.073 2.198 -1.300
H 0.860 -1.033 -0.189
H 0.762 -0.594 -1.792
H -0.347 -0.058 -0.710
C -1.908 -1.755 1.609
C -2.258 -1.602 0.311
N -2.033 -0.369 -0.386
H -1.634 -0.915 2.249
H -1.668 -2.793 1.952
H -2.804 -2.382 -0.244
H -2.172 0.451 0.261
H -2.798 -0.284 -1.133
```

The energy relative to the best compared isomer or geometry (same formula, charge and spin) comes out at 3.186 eV. The LUMO energy (alpha / beta) comes out at -8.87 / -12.73 eV. Its total charge is +2. As for the spin multiplicity: 2. The maximum force comes out at 0.0986 Eh/bohr. The expectation value of S² is 0.757. The HOMO energy (alpha / beta) comes out at -17.4 / -17.4 eV.

***

- What is the formula in the third record?
  C24H60F6N5O14PS6

***

- What is the formula in the sixth record?
  C5H13N2

***

- Which of these has the lowest maximum force?
  C3H13NO3